[1]
Entry from OMol25: a molecular structure, C29H43FMnN4O3Si in a non-equilibrium geometry (ωB97M-V/def2-TZVPD).

The orbital gap (alpha / beta) is 5.2 / 5.3 eV. As for the spin multiplicity: 2. Its total charge is +2. Its HOMO energy (alpha / beta) is -0.4866 / -0.4866 Ha. The expectation value of S² is 0.843.

CARTESIAN COORDINATES (ANGSTROEM)
H -6.201 -2.100 -2.037
H 5.220 1.230 -0.374
H 4.473 -1.499 3.021
C -2.727 -0.368 -2.348
H 4.436 3.142 0.974
H -4.370 -2.693 -0.412
H 0.066 -4.790 1.806
H -2.153 0.156 -5.707
C 2.687 -4.356 3.487
H -0.552 -2.273 4.134
C -1.588 2.153 -0.280
H -2.033 0.270 4.101
H 4.147 3.405 -1.513
H -2.236 -2.065 2.345
H 4.104 0.023 0.274
O 0.693 -5.074 2.495
N 1.843 1.292 -0.066
H -1.692 2.130 -1.359
C -1.004 1.120 1.800
N -1.482 0.131 -2.360
C 3.689 -2.234 2.882
H -3.123 -0.522 2.143
C 3.684 -3.415 3.638
H 3.069 2.363 -2.422
C -0.528 0.030 2.712
C 3.190 2.879 -1.462
H -0.937 1.366 -6.127
C 1.668 -2.979 1.783
H 0.885 2.754 -3.918
H 2.660 -1.119 1.375
H -1.258 2.378 3.524
H -5.813 -0.396 -3.795
C -1.659 1.065 -5.355
H 2.674 -5.270 4.071
Mn -0.389 -0.443 -0.819
C -0.024 2.529 -3.344
O -0.417 -3.448 0.764
H 0.257 0.394 3.371
H -0.253 -0.888 5.213
H 4.165 0.365 -1.476
C 0.568 -2.721 0.850
H 0.981 -0.971 -3.271
C 3.453 2.673 1.017
C 1.662 -4.146 2.567
H 2.710 3.465 1.175
C -2.693 -1.217 2.857
N -1.612 -0.521 3.623
H 0.193 2.669 -2.282
H 3.427 1.993 1.874
H -2.386 4.143 -0.198
H -3.451 -1.560 3.556
F -2.046 -1.573 -0.469
H -1.791 -1.785 5.316
C 2.690 -2.028 1.964
C 0.684 -0.391 -4.148
H 2.033 -0.243 -1.277
C -1.883 3.393 1.752
H 4.478 -3.597 4.355
C -3.054 -1.305 -1.329
H -3.639 0.696 -4.020
H -0.769 3.283 -3.622
H 1.579 0.096 -4.555
H 1.148 2.010 0.104
H -0.152 -0.806 2.176
N 1.389 0.531 -1.187
C 4.216 0.812 -0.476
C -3.791 -0.047 -3.247
C -1.386 2.300 2.444
H 0.334 -1.108 -4.899
C -5.235 -1.613 -2.109
C -1.993 3.308 0.376
H -2.167 4.296 2.278
C -1.008 -1.433 4.652
H -2.398 1.869 -5.273
H 2.402 3.634 -1.362
C -4.227 -1.950 -1.186
O 0.688 -1.611 0.105
C 3.179 1.914 -0.275
Si -0.656 0.855 -3.828
H 1.443 1.055 -2.051
C -1.079 1.043 0.397
C -5.012 -0.656 -3.113



[2]
Entry from OMol25: a molecular structure, C29H43I2InO16P in a non-equilibrium geometry (ωB97M-V/def2-TZVPD).

The orbital gap is 7.3 eV. Its total charge is -1. Its HOMO energy is -0.2092 Ha.

CARTESIAN COORDINATES (ANGSTROEM)
C 0.679 6.912 1.303
C 3.154 -1.678 -2.216
O 1.578 6.433 2.170
C -1.036 -6.264 8.813
H 3.931 -4.115 4.993
H -1.258 4.985 -4.365
C 3.130 -5.237 2.288
O -1.695 -7.844 4.505
H 0.443 -4.804 6.599
O -1.548 3.678 -2.714
C -4.222 -2.475 -4.896
C -0.899 6.093 -6.190
H -4.124 -2.039 -5.894
In 0.283 3.847 0.106
O 1.664 -3.394 2.826
C -0.775 4.988 -7.195
H 3.607 -3.146 -0.266
C -1.476 0.860 1.755
P -1.567 2.798 -1.363
C -0.338 6.033 0.365
O -3.687 -3.787 -4.867
C 2.929 -4.147 4.556
O -1.329 1.095 -1.641
H 4.139 -5.638 2.422
C -0.524 5.681 -4.781
O 0.373 -1.957 4.055
H 2.430 -5.070 4.871
C 0.030 1.311 2.225
C 0.314 2.925 2.192
H -1.408 6.000 0.869
H -1.902 6.538 -6.198
C 3.026 0.713 -0.066
C -0.484 -5.379 6.514
H 0.479 -7.045 7.495
H -1.382 0.101 0.847
O 2.153 -3.047 4.998
C 3.359 -0.810 0.469
C -0.506 -6.568 7.426
H -1.337 -4.705 6.651
C 2.945 -3.952 3.069
H -0.339 -5.631 9.370
O -1.373 -7.456 6.739
O -0.589 -5.975 5.233
H -2.189 1.753 1.500
C 3.399 -2.031 -0.626
H -5.283 -2.529 -4.631
H -2.419 -1.451 -4.289
O 0.574 7.649 -8.831
H -3.851 2.773 -1.080
H 0.135 0.975 3.364
C 1.313 -2.729 3.968
H 3.217 3.633 -0.229
H 0.079 4.326 -7.015
C 2.732 1.107 -1.653
I -2.333 -0.367 3.410
H 0.798 0.661 1.620
C -3.385 -1.765 -3.875
H 2.647 0.088 -3.886
H 1.363 3.122 2.681
C 2.352 2.633 -2.176
H 0.462 5.204 -4.757
C -3.177 -3.968 -3.612
H 2.956 -5.064 1.221
H 3.100 2.904 -3.040
H -1.197 -7.191 9.372
I 0.473 9.127 1.118
H -5.065 -0.870 -2.838
H 3.697 -3.214 2.765
C 0.058 6.872 -8.045
H 3.526 -1.015 1.627
H -0.461 6.559 -4.130
H -1.685 4.385 -7.269
H 1.270 2.613 -2.675
H 2.457 4.808 -1.498
H -3.502 -0.217 -2.376
H -0.532 3.439 2.820
H -0.487 6.569 -0.679
O -0.544 5.697 -8.400
O -2.808 -5.040 -3.164
H -0.470 0.867 -1.171
H -2.006 -5.757 8.764
C -1.257 -7.154 5.411
H -4.216 0.233 -3.944
O -3.082 3.195 -0.567
H 2.407 -5.999 2.602
H 2.969 1.563 0.740
C -4.082 -0.584 -3.229
O 0.010 7.059 -6.692
C 2.299 3.753 -0.966
O -3.140 -2.788 -2.923
C 2.823 -0.145 -2.745
H 3.207 -2.515 -3.043